{"formula": "C4H14N2OS", "method": "ωB97M-V with the def2-TZVPD basis set", "elements": ["N", "C", "C", "N", "C", "C", "S", "H", "H", "H", "H", "H", "H", "H", "H", "H", "H", "H", "H", "O", "H", "H"], "xyz": [[-0.19355, -0.05331, -2.70673], [-0.91711, 1.04761, -2.10898], [-1.06782, 0.96029, -0.58007], [0.11245, 0.44464, 0.11683], [-0.11385, -0.68039, 1.01595], [-0.45879, -0.26328, 2.47196], [0.68962, -0.96790, 3.70919], [0.64420, 0.27572, -3.16236], [0.08444, -0.75618, -2.03702], [-0.47270, 1.99017, -2.43209], [-1.96265, 1.09330, -2.46350], [-1.92402, 0.31687, -0.38068], [-1.35973, 1.94461, -0.19240], [0.64608, 1.17537, 0.56761], [0.68693, -1.40672, 0.93612], [-0.99440, -1.18145, 0.64203], [-0.56823, 0.81887, 2.50551], [-1.42036, -0.62966, 2.78013], [1.43120, 0.10927, 3.95294], [2.72391, -1.31283, -1.03096], [2.16310, -0.77303, -0.46593], [2.27130, -2.15198, -1.13755]], "atomic_forces_ev_per_a": [[-0.2, -0.2, -0.4], [-0.5, 0.2, 0.1], [0.3, 0.4, 0.1], [0.1, -0.2, -0.1], [-0.8, 0.7, 0.1], [0.7, -0.3, -0.3], [-0.2, 0.2, 0.1], [0.1, -0.1, 0.1], [0.0, 0.2, 0.1], [0.1, 0.1, 0.2], [0.3, -0.1, -0.2], [0.1, -0.2, 0.1], [0.0, 0.0, -0.1], [0.0, 0.0, -0.1], [0.3, 0.0, 0.5], [-0.2, -0.4, -0.3], [0.4, 0.1, 0.3], [-0.5, -0.4, 0.0], [0.1, 0.2, -0.1], [0.3, 0.0, -0.1], [-0.3, 0.1, -0.1], [-0.1, -0.1, 0.1]], "mulliken_charge": [-0.594, -0.528, -0.695, -0.245, -0.554, -0.748, -0.226, 0.280, 0.253, 0.311, 0.255, 0.304, 0.343, 0.233, 0.485, 0.303, 0.414, 0.295, 0.114, -0.667, 0.342, 0.325], "gap_ev": 9.716, "relative_energy_kcal_mol": 19.98, "e_homo_ev": -8.99, "smiles": "NCCNCCS.O", "total_charge": 0}

***

{"formula": "C3H11NO3", "method": "ωB97M-V with the def2-TZVPD basis set", "elements": ["C", "C", "C", "N", "O", "H", "H", "H", "H", "H", "H", "H", "O", "H", "H", "O", "H", "H"], "xyz": [[-0.50638, -1.03456, 1.89883], [0.42657, -0.78259, 0.72560], [-0.25355, -0.14604, -0.45627], [-1.38163, -0.70398, -0.92774], [0.14675, 0.93211, -0.88807], [-0.95663, -0.10717, 2.26280], [-1.29492, -1.74172, 1.64293], [-0.04297, -1.50587, 2.76743], [0.82052, -1.76337, 0.42976], [1.30728, -0.19296, 0.94384], [-1.72778, -1.57202, -0.55892], [-1.77490, -0.44634, -1.81940], [-0.52408, 3.21408, 0.41327], [-1.39649, 2.91111, 0.12821], [0.08068, 2.72068, -0.16546], [2.20800, -0.26728, -2.28442], [3.13375, -0.01395, -2.20028], [1.73578, 0.49986, -1.91210]], "atomic_forces_ev_per_a": [[-0.3, 0.2, 0.6], [0.2, -1.2, -0.1], [0.1, 1.1, 0.4], [-0.5, -0.8, -0.2], [0.1, -0.4, -0.6], [-0.1, -0.1, -0.1], [-0.2, 0.2, -0.2], [0.5, 0.1, -0.2], [0.0, 0.1, -0.3], [-0.1, 0.3, 0.3], [0.2, -0.1, 0.1], [0.2, 0.4, 0.1], [-0.1, 0.1, -0.1], [0.3, 0.1, 0.1], [-0.3, 0.0, 0.3], [0.2, 0.5, 0.2], [0.0, -0.2, -0.1], [-0.1, -0.4, -0.1]], "mulliken_charge": [-1.132, -0.313, 0.636, -0.374, -0.805, 0.304, 0.306, 0.346, 0.298, 0.265, 0.173, 0.254, -0.624, 0.292, 0.361, -0.632, 0.301, 0.345], "gap_ev": 11.017, "relative_energy_kcal_mol": 6.93, "e_homo_ev": -10.35, "smiles": "CCC(N)=O.O.O", "total_charge": 0}

***

{"formula": "C4H5NO2", "method": "ωB97M-V with the def2-TZVPD basis set", "elements": ["C", "C", "C", "N", "C", "O", "O", "H", "H", "H", "H", "H"], "xyz": [[0.52596, 0.78450, 2.00015], [1.05583, 0.77083, 0.58106], [0.42213, -0.04792, -0.21102], [-0.15978, -0.93849, -0.83415], [-0.80725, -0.64942, -2.06268], [-0.42145, 0.18515, -2.83263], [-1.81355, -1.48328, -2.35378], [-0.55878, 0.92218, 1.99236], [0.75391, -0.17556, 2.47765], [0.96564, 1.55410, 2.62420], [2.00873, 1.18294, 0.24887], [-1.97139, -2.10503, -1.63002]], "atomic_forces_ev_per_a": [[-0.1, 0.1, 0.3], [-0.1, -0.6, -0.1], [0.1, -0.2, -0.3], [0.4, 0.3, -0.1], [0.1, 0.4, -0.4], [-0.3, -0.3, 0.2], [-0.1, 0.0, 0.1], [0.2, 0.0, 0.1], [-0.1, 0.2, 0.0], [0.1, 0.2, -0.1], [-0.3, -0.1, 0.2], [0.2, 0.1, 0.0]], "mulliken_charge": [-0.969, -0.499, 0.604, -0.478, 0.706, -0.491, -0.463, 0.305, 0.268, 0.306, 0.353, 0.358], "gap_ev": 9.669, "relative_energy_kcal_mol": 34.85, "e_homo_ev": -9.23, "smiles": "CC=C=NC(=O)O", "total_charge": 0}

***

{"formula": "C2H3IN", "method": "ωB97M-V with the def2-TZVPD basis set", "elements": ["N", "C", "C", "I", "H", "H", "H"], "xyz": [[-1.09637, -0.07216, -0.00408], [0.29484, 0.08029, 0.12819], [1.48257, 0.09996, -0.09292], [3.48455, -0.00630, 0.02009], [-1.70081, -0.00734, 0.86919], [-1.19802, -0.99161, -0.42368], [-1.26676, 0.89715, -0.49680]], "atomic_forces_ev_per_a": [[-0.1, 3.2, 0.8], [1.6, -0.3, 0.4], [-0.4, -0.2, 0.8], [-0.5, 0.1, -0.2], [1.2, -0.3, -0.7], [-1.1, 0.1, -1.0], [-0.9, -2.7, -0.1]], "mulliken_charge": [-0.292, 0.034, -0.366, 0.411, 0.386, 0.374, 0.454], "gap_ev": 9.299, "relative_energy_kcal_mol": 38.11, "e_homo_ev": -13.81, "smiles": "[NH3+]C#CI", "total_charge": 1}